ORCA calculation (wB97M-V/def2-TZVPD) on one molecule with the formula C3H4N2O2 at a distorted geometry.

multiplicity: 1
E_HOMO: -9.20 eV
frontier orbital gap: 8.8 eV
energy relative to the best compared isomer or geometry (same formula, charge and spin): 112.1 kcal/mol
total charge: 0
LUMO: -0.01369 hartree
electronic energy: -10247.403 eV

Positions of all 11 atoms, in Å:
O -2.384987 0.664107 -0.253919
C -1.176550 0.094473 -0.401464
N -0.118588 0.900849 -0.106739
C 0.996937 0.248531 -0.254243
O 2.227503 0.828939 -0.028478
C 1.237229 -1.023703 -0.725582
N -1.011739 -1.128167 -0.787387
H -2.209693 1.547755 0.111804
H 2.562409 1.177280 -0.865950
H 1.800508 -1.713344 -0.077739
H -1.900802 -1.556809 -1.080878

Atoms 1-6, force components in eV/Å:
O 0.22 -0.01 -0.06
C 0.43 -0.11 0.07
N 0.22 0.11 0.12
C 0.07 0.14 -0.05
O -0.13 0.33 -0.02
C -1.18 -0.21 -0.20

Mulliken atomic charges, in units of e: O -0.49; C 0.61; N -0.61; C 0.54; O -0.50; C -0.21; N -0.54; H 0.38; H 0.36; H 0.23; H 0.23